[1]
{"formula": "C6H35NO10", "method": "wB97M-V/def2-TZVPD", "species": ["C", "N", "C", "C", "C", "C", "C", "H", "H", "H", "H", "H", "H", "H", "H", "H", "H", "H", "H", "H", "H", "H", "H", "H", "O", "H", "H", "O", "H", "H", "O", "H", "H", "O", "H", "H", "O", "H", "H", "O", "H", "H", "O", "H", "H", "O", "H", "H", "O", "H", "H", "O"], "xyz": [[-1.4878, -0.7217, 1.0943], [-1.1881, -1.0363, -0.2782], [-0.1043, -0.1735, -0.8472], [-0.6727, 0.4610, -2.2485], [-0.6569, -0.8109, -3.1672], [0.3237, 1.4317, -2.7226], [-0.6765, -1.5751, 2.0893], [-2.5231, -0.8783, 1.4507], [-1.3952, 0.3373, 1.3510], [-2.0390, -1.1796, -0.8126], [-0.0572, 0.6588, -0.1829], [0.8547, -0.5802, -1.1521], [-1.6886, 0.7857, -1.9148], [-0.5285, -0.6223, -4.2863], [0.0586, -1.6011, -2.9149], [-1.6026, -1.3627, -2.9979], [0.1833, 2.0328, -3.6180], [1.3160, 0.9807, -2.9055], [0.3876, 2.2151, -1.9318], [-0.9323, -1.3974, 3.1401], [0.4511, -1.4828, 1.9007], [-1.1306, -2.5384, 1.9153], [-2.5892, 3.3937, 0.3018], [-3.0805, 3.7626, 1.6537], [-3.3902, 3.6109, 0.7687], [-0.7468, -4.3048, -1.4848], [-1.4502, -2.9723, -1.7369], [-0.8445, -3.6231, -2.1642], [2.2372, 0.3376, 0.2955], [3.2369, 0.9276, -0.7219], [2.5913, 1.1706, -0.0318], [-0.3267, 0.7486, 3.5166], [-1.2165, 1.7727, 4.3491], [-1.1509, 1.2512, 3.5592], [1.7960, -2.7477, -3.7145], [1.5468, -2.9569, -2.2568], [2.2814, -2.8162, -2.8755], [2.1827, 2.3514, 1.1867], [1.5907, 1.8865, 2.6754], [1.8524, 2.6039, 2.0859], [-2.7378, 0.3299, 2.5271], [-4.1836, 0.4463, 2.1346], [-3.6093, 0.1105, 2.8506], [-0.5082, 2.9284, 2.3466], [0.3977, 3.2584, 1.2668], [-0.5283, 3.4817, 1.5278], [3.1863, -2.0789, 1.5038], [3.4255, -1.4228, 2.8950], [3.3443, -1.2555, 1.9413], [3.7250, -1.2559, -1.2140], [3.0111, -1.1711, -2.5037], [3.0654, -0.7100, -1.6432]], "de_lowest_kj_mol": 419.8, "smiles": "CCNCC(C)C.O.O.O.O.O.O.O.O.O.O", "gap_ha": 0.32307, "e_homo_ev": -8.897, "max_force_ev_per_a": 3.88, "e_lumo_ev": -0.1, "total_energy_ev": -28753.1317, "total_charge": 0}

[2]
{"formula": "C6H35NO11", "method": "wB97M-V/def2-TZVPD", "species": ["C", "N", "C", "O", "C", "C", "C", "C", "H", "H", "H", "H", "H", "H", "H", "H", "H", "H", "H", "H", "H", "H", "H", "H", "H", "O", "H", "H", "O", "H", "H", "O", "H", "H", "O", "H", "H", "O", "H", "H", "O", "H", "H", "O", "H", "H", "O", "H", "H", "O", "H", "H", "O"], "xyz": [[-0.7356, 0.5054, -0.3190], [0.7126, 0.1581, -0.4122], [1.5066, 1.4851, -0.5454], [1.3239, 1.8750, -1.9154], [-1.4831, -0.6843, 0.3787], [-1.1630, -0.7688, 1.9346], [-2.1930, 0.2796, 2.6249], [-1.5745, -2.0973, 2.4581], [-0.9056, 1.4673, 0.2586], [-0.9715, 0.6062, -1.4792], [0.9968, -0.5031, 0.2365], [2.5540, 1.3273, -0.3293], [1.1151, 2.3586, -0.0145], [1.7789, 1.1475, -2.5089], [-2.6165, -0.5910, 0.3790], [-1.0849, -1.6138, -0.2707], [-0.1503, -0.5828, 2.1908], [-2.6452, 1.0247, 1.8730], [-3.0776, -0.2455, 3.0466], [-1.6262, 0.8883, 3.3246], [-2.5857, -2.5060, 2.2579], [-0.8568, -2.8692, 2.1173], [-1.3925, -2.2501, 3.5991], [0.0517, 0.1454, -2.6277], [-0.2946, -0.2032, -3.9828], [0.2444, -0.5784, -3.2873], [-0.2585, 1.7577, 3.4503], [0.7999, 1.6668, 2.4448], [0.3067, 2.2757, 2.8852], [-0.1809, -2.0914, -2.4168], [-0.0144, -3.2737, -3.2042], [-0.1248, -3.0272, -2.2534], [-2.3796, 2.9198, -2.4009], [-2.9886, 1.6821, -2.1039], [-2.7524, 2.1418, -2.8327], [2.2475, -1.0837, -2.5975], [2.7438, -0.4996, -1.3954], [3.0262, -1.1819, -2.0876], [-0.3356, 3.7598, 1.0826], [-0.9632, 3.6520, 2.4659], [-1.1924, 3.7801, 1.5092], [1.2470, -2.8288, 1.7746], [1.4972, -2.5048, 0.2599], [1.5326, -2.1914, 1.1615], [-3.4944, 2.9111, 0.0560], [-2.5980, 2.0425, 0.6494], [-3.0123, 2.0915, -0.1126], [3.7581, -0.9693, 2.6594], [2.2128, -0.9985, 1.9459], [2.9100, -0.5449, 2.4905], [1.3022, -3.4569, -1.5743], [2.5468, -2.7190, -1.3671], [2.1676, -3.5142, -1.0706]], "de_lowest_kj_mol": 478.1, "smiles": "CC(C)CCNCO.O.O.O.O.O.O.O.O.O.O", "gap_ha": 0.37279, "e_homo_ev": -9.880, "max_force_ev_per_a": 6.77, "e_lumo_ev": 0.3, "total_energy_ev": -30799.7408, "total_charge": 0}

[3]
{"formula": "C6H36BF4O16S2", "method": "wB97M-V/def2-TZVPD", "species": ["B", "F", "F", "F", "F", "O", "S", "O", "O", "C", "C", "C", "H", "H", "H", "H", "H", "H", "H", "H", "O", "S", "O", "O", "C", "C", "C", "H", "H", "H", "H", "H", "H", "H", "H", "O", "H", "H", "O", "H", "H", "O", "H", "H", "O", "H", "H", "O", "H", "H", "O", "H", "H", "O", "H", "H", "O", "H", "H", "O", "H", "H", "O", "H", "H"], "xyz": [[0.6543, 0.1042, -1.2948], [1.1354, -1.1403, -1.8094], [0.3216, -0.0729, 0.0488], [1.5482, 1.1576, -1.4789], [-0.4864, 0.4564, -2.0455], [1.6318, -1.7855, 6.6634], [1.4244, -1.9048, 5.2537], [0.2913, -2.6089, 4.7157], [1.3920, -0.4207, 4.6816], [1.1584, -0.2230, 3.2680], [2.3598, 0.4668, 2.6405], [2.9145, -2.5863, 4.4483], [0.2998, 0.4339, 3.1361], [0.9369, -1.1838, 2.8071], [3.2222, -0.2061, 2.6317], [2.5449, 1.4338, 3.0969], [2.1807, 0.5622, 1.5661], [3.6699, -1.8147, 4.3704], [2.4950, -2.9959, 3.5350], [3.2464, -3.3703, 5.1256], [-4.9676, 0.3083, -2.0213], [-4.6897, 0.3648, -0.6202], [-4.6774, 1.6143, 0.0719], [-5.8674, -0.5076, 0.0731], [-5.7773, -0.9068, 1.4224], [-7.1451, -0.9500, 2.0689], [-3.2703, -0.6133, -0.1863], [-5.1390, -0.2218, 1.9977], [-5.2265, -1.8475, 1.5409], [-7.7749, -0.1272, 1.7337], [-7.0803, -0.9137, 3.1565], [-7.6805, -1.8727, 1.8332], [-2.3530, -0.1305, -0.5263], [-3.3763, -1.6272, -0.5533], [-3.1613, -0.5419, 0.8969], [-1.3523, -2.2319, -2.2668], [-0.5775, -1.8594, -1.8199], [-1.2679, -3.1813, -2.1403], [4.0225, 2.6817, -2.4816], [4.9552, 2.8514, -2.6354], [3.9754, 2.3507, -1.5699], [3.6686, -0.9520, -1.0576], [3.9942, -1.5491, -0.3761], [2.6927, -0.9479, -0.9635], [-0.9788, 3.1425, -1.7316], [-0.5493, 2.2982, -1.9336], [-0.4309, 3.4885, -1.0145], [1.9260, 2.4380, -4.2374], [1.1104, 2.7637, -3.8415], [2.6344, 2.6847, -3.6108], [4.2820, -0.3912, -3.6745], [4.1226, -0.5872, -2.7353], [3.9975, 0.5239, -3.7887], [4.5815, 1.5395, -0.0283], [5.0786, 1.3402, 0.7704], [4.1434, 0.7034, -0.2557], [0.6479, -0.3916, -4.6254], [0.6335, -1.0447, -3.9234], [1.0925, 0.3760, -4.2471], [-3.0441, -0.4618, -3.9787], [-3.7885, -0.4761, -3.3631], [-2.2743, -0.5517, -3.4036], [0.3116, 3.2315, 0.8519], [1.0888, 3.5175, 1.3411], [0.5500, 2.3657, 0.4930]], "gap_ha": 0.32422, "e_homo_ev": -7.272, "max_force_ev_per_a": 1.72, "e_lumo_ev": 1.6, "total_energy_ev": -72792.3552, "total_charge": -1}

[4]
{"formula": "C6H36O14", "method": "wB97M-V/def2-TZVPD", "species": ["O", "C", "C", "C", "C", "C", "C", "H", "H", "H", "H", "H", "H", "H", "H", "H", "H", "H", "H", "O", "H", "H", "O", "H", "H", "O", "H", "H", "O", "H", "H", "O", "H", "H", "O", "H", "H", "O", "H", "H", "O", "H", "H", "O", "H", "H", "O", "H", "H", "O", "H", "H", "O", "H", "H", "O"], "xyz": [[-1.6835, -1.5277, -4.1764], [-1.0475, -1.1587, -3.2101], [0.3580, -1.5326, -2.9093], [0.6524, -1.9584, -1.4283], [0.2226, -0.8611, -0.4313], [0.5803, 1.6299, -0.3704], [1.0234, 0.3744, -0.4079], [-1.5922, -0.5663, -2.4918], [0.7273, -2.3087, -3.6016], [1.0460, -0.7075, -3.1960], [1.6697, -2.2269, -1.1827], [-0.0416, -2.8068, -1.2134], [-0.8572, -0.5553, -0.5337], [0.2336, -1.3282, 0.5864], [-0.4776, 1.8261, -0.4499], [1.3066, 2.4321, -0.2798], [2.1100, 0.2227, -0.2808], [-3.6526, 0.8324, -2.6237], [-2.0314, 1.4466, -2.4617], [-2.9263, 1.2337, -2.1362], [0.7901, 1.1649, 2.7525], [1.4103, 1.9246, 3.9849], [1.5443, 1.7135, 3.0537], [-0.9920, -0.3455, 1.9235], [-0.8410, -0.5345, 3.4653], [-0.6596, 0.0700, 2.7281], [-3.5639, 0.4563, 0.7809], [-3.4182, 0.1034, -0.7547], [-3.5296, -0.2809, 0.1379], [-3.5083, -1.7705, 1.3475], [-3.8435, -3.0204, 2.2129], [-3.1418, -2.4017, 1.9961], [-3.9897, 1.8036, 2.3964], [-2.5438, 2.0854, 1.8573], [-3.4722, 2.0015, 1.6087], [2.8968, 3.1293, 1.6066], [4.1756, 2.4359, 1.3863], [3.5484, 2.9923, 0.9035], [4.6968, 0.0037, -0.7963], [5.1827, -1.0956, 0.1718], [4.5797, -0.3348, 0.0994], [0.0464, 2.0086, -3.0824], [-0.6973, 1.6042, -4.4084], [-0.6496, 1.4449, -3.4596], [3.1578, -0.2722, 1.3951], [2.3513, 0.1826, 2.6370], [2.7724, -0.5996, 2.2192], [1.1671, -3.7293, 2.5409], [1.8487, -2.2461, 2.5131], [1.0623, -2.7932, 2.3679], [1.7319, 3.8143, -4.0090], [1.9776, 3.3257, -2.5859], [1.6870, 3.0282, -3.4536], [-0.4049, -2.4618, 3.2293], [-1.9445, -2.1517, 3.5163], [-1.0645, -2.2336, 3.9139]], "de_lowest_kj_mol": 208.1, "gap_ha": 0.34199, "e_homo_ev": -9.144, "max_force_ev_per_a": 2.58, "e_lumo_ev": 0.2, "total_energy_ev": -35471.5155, "total_charge": 0}

> Which formula does entry 1 have?

C6H35NO10

> Which formula does entry 4 have?

C6H36O14

What did the second record say?
{"formula": "C6H35NO11", "method": "wB97M-V/def2-TZVPD", "species": ["C", "N", "C", "O", "C", "C", "C", "C", "H", "H", "H", "H", "H", "H", "H", "H", "H", "H", "H", "H", "H", "H", "H", "H", "H", "O", "H", "H", "O", "H", "H", "O", "H", "H", "O", "H", "H", "O", "H", "H", "O", "H", "H", "O", "H", "H", "O", "H", "H", "O", "H", "H", "O"], "xyz": [[-0.7356, 0.5054, -0.3190], [0.7126, 0.1581, -0.4122], [1.5066, 1.4851, -0.5454], [1.3239, 1.8750, -1.9154], [-1.4831, -0.6843, 0.3787], [-1.1630, -0.7688, 1.9346], [-2.1930, 0.2796, 2.6249], [-1.5745, -2.0973, 2.4581], [-0.9056, 1.4673, 0.2586], [-0.9715, 0.6062, -1.4792], [0.9968, -0.5031, 0.2365], [2.5540, 1.3273, -0.3293], [1.1151, 2.3586, -0.0145], [1.7789, 1.1475, -2.5089], [-2.6165, -0.5910, 0.3790], [-1.0849, -1.6138, -0.2707], [-0.1503, -0.5828, 2.1908], [-2.6452, 1.0247, 1.8730], [-3.0776, -0.2455, 3.0466], [-1.6262, 0.8883, 3.3246], [-2.5857, -2.5060, 2.2579], [-0.8568, -2.8692, 2.1173], [-1.3925, -2.2501, 3.5991], [0.0517, 0.1454, -2.6277], [-0.2946, -0.2032, -3.9828], [0.2444, -0.5784, -3.2873], [-0.2585, 1.7577, 3.4503], [0.7999, 1.6668, 2.4448], [0.3067, 2.2757, 2.8852], [-0.1809, -2.0914, -2.4168], [-0.0144, -3.2737, -3.2042], [-0.1248, -3.0272, -2.2534], [-2.3796, 2.9198, -2.4009], [-2.9886, 1.6821, -2.1039], [-2.7524, 2.1418, -2.8327], [2.2475, -1.0837, -2.5975], [2.7438, -0.4996, -1.3954], [3.0262, -1.1819, -2.0876], [-0.3356, 3.7598, 1.0826], [-0.9632, 3.6520, 2.4659], [-1.1924, 3.7801, 1.5092], [1.2470, -2.8288, 1.7746], [1.4972, -2.5048, 0.2599], [1.5326, -2.1914, 1.1615], [-3.4944, 2.9111, 0.0560], [-2.5980, 2.0425, 0.6494], [-3.0123, 2.0915, -0.1126], [3.7581, -0.9693, 2.6594], [2.2128, -0.9985, 1.9459], [2.9100, -0.5449, 2.4905], [1.3022, -3.4569, -1.5743], [2.5468, -2.7190, -1.3671], [2.1676, -3.5142, -1.0706]], "de_lowest_kj_mol": 478.1, "smiles": "CC(C)CCNCO.O.O.O.O.O.O.O.O.O.O", "gap_ha": 0.37279, "e_homo_ev": -9.880, "max_force_ev_per_a": 6.77, "e_lumo_ev": 0.3, "total_energy_ev": -30799.7408, "total_charge": 0}